# 1
This record from the OMol25 dataset describes a structure of composition C3H4Li2O3 at a distorted geometry. The level of theory is wB97M-V/def2-TZVPD.

Structure (ORCA input):
```
! wB97M-V def2-TZVPD RIJCOSX def2/J DEFGRID3
* xyz 1 2
O 0.77 -0.42 0.18
C 0.52 0.32 -0.94
C 0.11 -0.42 -2.13
H -0.46 0.96 -0.24
H 1.42 0.93 -1.11
H -0.66 -1.19 -2.05
H 0.78 -0.43 -3.00
Li 1.08 -2.01 1.34
O -0.11 -0.83 2.24
C -0.33 0.07 1.40
O -1.22 0.92 1.58
Li -1.90 2.11 2.74
*
```

Results
Expectation value of S² = 0.757
Highest occupied orbital energy (spin up / spin down) = -11.602 / -13.625 eV
E_tot = -357.2205 Ha
LUMO level (spin up / spin down) = -4.1 / -4.1 eV
F_max = 6.20 eV/A

# 2
This record from the OMol25 dataset describes a structure of composition C3H4Li2O4 at a distorted geometry. The level of theory is wB97M-V/def2-TZVPD.

Structure (ORCA input):
```
! wB97M-V def2-TZVPD RIJCOSX def2/J DEFGRID3
* xyz -1 2
C 1.59 -0.17 -0.06
C 0.72 0.81 0.74
O -0.57 0.35 0.95
C -2.24 -1.43 -0.47
O -1.82 -0.92 -1.53
O -3.12 -0.86 0.20
O 2.92 0.19 -0.12
Li -1.96 0.85 -0.35
H 1.12 -0.24 -1.07
H 1.45 -1.17 0.42
H 0.76 1.79 0.20
H 1.25 1.02 1.70
Li 3.65 1.73 0.09
*
```

Results
Expectation value of S² = 0.753
Highest occupied orbital energy (spin up / spin down) = -2.824 / -3.020 eV
E_tot = -432.7581 Ha
LUMO level (spin up / spin down) = 1.5 / 1.5 eV
F_max = 2.95 eV/A

# 3
This record from the OMol25 dataset describes a structure of composition C3H4LiO2Zn at a distorted geometry. The level of theory is wB97M-V/def2-TZVPD.

Structure (ORCA input):
```
! wB97M-V def2-TZVPD RIJCOSX def2/J DEFGRID3
* xyz 0 2
O 4.85 -1.33 -2.64
Li 6.34 -1.59 -3.76
C 4.55 -0.30 -2.02
O 5.00 0.87 -2.57
C 6.03 0.87 -3.51
C 7.27 1.31 -3.20
H 5.68 0.67 -4.52
H 8.03 1.32 -3.98
H 7.44 1.99 -2.37
Zn 4.12 0.05 -0.01
H 5.67 0.94 0.25
*
```

Results
Expectation value of S² = 0.753
Highest occupied orbital energy (spin up / spin down) = -4.970 / -7.506 eV
E_tot = -2053.9024 Ha
LUMO level (spin up / spin down) = -1.4 / -1.4 eV
F_max = 1.52 eV/A

# 4
This record from the OMol25 dataset describes a structure of composition C3H4LiO3Y at a distorted geometry. The level of theory is wB97M-V/def2-TZVPD.

Structure (ORCA input):
```
! wB97M-V def2-TZVPD RIJCOSX def2/J DEFGRID3
* xyz 2 1
H 4.32 -0.63 0.51
C -1.70 -0.35 0.34
C -0.59 0.38 -0.36
O 0.38 -0.53 -0.77
C 1.61 -0.50 -0.16
O 1.92 -1.56 0.38
O -2.84 0.08 0.40
Y 3.68 1.03 -0.32
H -1.44 -1.31 0.82
H -0.20 1.13 0.36
H -1.00 0.95 -1.21
Li -4.14 1.33 0.00
*
```

Results
Highest occupied orbital energy = -15.781 eV
E_tot = -387.5752 Ha
LUMO level = -8.9 eV
F_max = 2.69 eV/A

# 5
This record from the OMol25 dataset describes a structure of composition C3H4LiO3Zn at a distorted geometry. The level of theory is wB97M-V/def2-TZVPD.

Structure (ORCA input):
```
! wB97M-V def2-TZVPD RIJCOSX def2/J DEFGRID3
* xyz 2 2
C -3.64 0.06 -0.34
C -2.61 -0.61 0.28
H -3.55 0.60 -1.28
H -2.93 -1.06 -0.85
H -2.87 -1.06 1.24
O 0.33 0.16 -1.67
C 1.21 0.82 -1.02
O 0.99 1.22 0.14
O 2.36 1.03 -1.56
Li 0.08 -0.62 -3.35
Zn -0.77 0.29 0.07
H -4.52 0.38 0.23
*
```

Results
Expectation value of S² = 0.754
Highest occupied orbital energy (spin up / spin down) = -20.371 / -20.421 eV
E_tot = -2128.5524 Ha
LUMO level (spin up / spin down) = -9.5 / -11.2 eV
F_max = 3.10 eV/A

# 6
This record from the OMol25 dataset describes a structure of composition C3H4MgO2Rb at a distorted geometry. The level of theory is wB97M-V/def2-TZVPD.

Structure (ORCA input):
```
! wB97M-V def2-TZVPD RIJCOSX def2/J DEFGRID3
* xyz 3 1
O 0.36 -1.42 0.93
Rb -1.97 1.17 0.31
C 1.58 -1.24 0.64
C 1.89 -0.68 -0.66
H 2.33 -1.88 1.13
H 2.92 -0.95 -0.95
H 1.86 0.42 -0.56
Mg -0.35 -2.49 2.49
C -4.51 3.75 -0.80
O -5.27 4.51 -1.14
H 1.17 -1.19 -1.38
*
```

Results
Highest occupied orbital energy = -20.713 eV
E_tot = -490.2078 Ha
LUMO level = -15.9 eV
F_max = 3.06 eV/A

# 7
This record from the OMol25 dataset describes a cluster of 2 separate species, C3H4N2 in total at a distorted geometry. The level of theory is wB97M-V/def2-TZVPD.

Structure (ORCA input):
```
! wB97M-V def2-TZVPD RIJCOSX def2/J DEFGRID3
* xyz 0 1
C -2.14 -0.70 0.44
C 1.12 0.97 -0.14
C 0.25 -0.08 -0.97
N -2.40 -1.09 1.46
N 1.23 -0.40 -0.21
H 1.72 1.58 -0.73
H 0.53 1.46 0.63
H -1.97 -0.42 -0.51
H 1.66 -1.30 0.03
*
```

Results
Highest occupied orbital energy = -9.890 eV
E_tot = -226.0576 Ha
LUMO level = 1.0 eV
F_max = 3.51 eV/A

# 8
This record from the OMol25 dataset describes the molecule C3H4N2 at a distorted geometry. The level of theory is wB97M-V/def2-TZVPD.

Structure (ORCA input):
```
! wB97M-V def2-TZVPD RIJCOSX def2/J DEFGRID3
* xyz 0 1
N -0.91 -0.70 -0.43
C -1.06 -0.56 0.91
C 0.41 -0.04 0.93
C 0.47 -0.24 -0.53
N 0.56 1.09 -0.02
H 1.17 -0.13 1.70
H 1.18 -0.66 -1.23
H -1.54 -0.42 -1.16
H -0.27 1.66 -0.17
*
```

Results
Highest occupied orbital energy = -8.787 eV
E_tot = -226.0508 Ha
LUMO level = 0.6 eV
F_max = 1.09 eV/A

# 9
This record from the OMol25 dataset describes a structure of composition C3H4N2 at a distorted geometry. The level of theory is wB97M-V/def2-TZVPD.

Structure (ORCA input):
```
! wB97M-V def2-TZVPD RIJCOSX def2/J DEFGRID3
* xyz 0 1
C 0.65 0.02 -0.08
C -0.65 -1.20 0.80
N 1.47 0.90 -0.47
N -1.78 0.95 0.17
C -0.86 0.08 0.19
H 2.39 0.50 -0.66
H -1.40 1.85 -0.13
H 1.02 -1.05 0.04
H -0.84 -2.05 0.14
*
```

Results
Highest occupied orbital energy = -9.509 eV
E_tot = -226.0211 Ha
LUMO level = -0.8 eV
F_max = 1.75 eV/A

# 10
This record from the OMol25 dataset describes the molecule C3H4N2 at a distorted geometry. The level of theory is wB97M-V/def2-TZVPD.

Structure (ORCA input):
```
! wB97M-V def2-TZVPD RIJCOSX def2/J DEFGRID3
* xyz 0 1
C 1.80 -0.40 0.03
C -0.65 0.25 -0.27
C 0.71 0.44 0.51
N 2.05 0.78 -0.20
N -1.73 0.36 0.29
H 1.98 -1.37 0.01
H -0.48 0.13 -1.40
H 0.47 0.89 1.51
H -2.72 0.22 -0.14
*
```

Results
Highest occupied orbital energy = -9.365 eV
E_tot = -226.0930 Ha
LUMO level = 0.9 eV
F_max = 4.62 eV/A

# 11
This record from the OMol25 dataset describes a structure of composition C3H4N2 at a distorted geometry. The level of theory is wB97M-V/def2-TZVPD.

Structure (ORCA input):
```
! wB97M-V def2-TZVPD RIJCOSX def2/J DEFGRID3
* xyz 0 1
N -0.04 -0.76 1.02
C -0.96 0.03 0.35
C -0.17 1.27 0.10
N 1.11 1.01 0.12
C 1.04 -0.37 0.24
H -0.23 -1.76 1.06
H -0.49 -0.73 -1.35
H -0.58 2.24 -0.18
H 0.31 -0.92 -1.34
*
```

Results
Highest occupied orbital energy (spin up / spin down) = -9.564 / -9.557 eV
E_tot = -225.9701 Ha
LUMO level (spin up / spin down) = -1.4 / -1.4 eV
F_max = 1.32 eV/A

# 12
This record from the OMol25 dataset describes the molecule C3H4N2 at a distorted geometry. The level of theory is wB97M-V/def2-TZVPD.

Structure (ORCA input):
```
! wB97M-V def2-TZVPD RIJCOSX def2/J DEFGRID3
* xyz 0 1
C -1.46 -0.06 -0.07
C 0.05 0.18 -0.03
C 2.12 -0.47 -0.02
H -1.63 0.21 1.14
H -1.75 -1.08 -0.14
H -1.95 0.63 -0.78
H 0.60 1.16 -0.03
N 0.86 -0.82 -0.05
N 3.16 0.24 -0.03
*
```

Results
Highest occupied orbital energy = -10.384 eV
E_tot = -226.1370 Ha
LUMO level = -0.1 eV
F_max = 10.49 eV/A

# 13
This record from the OMol25 dataset describes the molecule C3H4N2 at a distorted geometry. The level of theory is wB97M-V/def2-TZVPD.

Structure (ORCA input):
```
! wB97M-V def2-TZVPD RIJCOSX def2/J DEFGRID3
* xyz 0 1
N -2.17 0.91 -1.20
C -1.14 1.04 -0.68
C -0.39 -0.07 -0.10
C 1.03 -0.39 -0.01
N 0.22 -0.19 1.20
H -1.03 -0.90 -0.35
H 1.24 -1.43 -0.25
H 1.82 0.32 -0.24
H 0.41 0.70 1.63
*
```

Results
Highest occupied orbital energy = -10.078 eV
E_tot = -226.1198 Ha
LUMO level = 0.1 eV
F_max = 2.22 eV/A

# 14
This record from the OMol25 dataset describes the molecule C3H4N2 at a distorted geometry. The level of theory is wB97M-V/def2-TZVPD.

Structure (ORCA input):
```
! wB97M-V def2-TZVPD RIJCOSX def2/J DEFGRID3
* xyz 0 1
N 2.63 -0.73 -0.23
C 1.59 -0.21 -0.28
C 0.27 0.42 -0.34
C -1.83 -0.52 0.57
N -0.60 -0.08 0.73
H 0.36 1.51 -0.34
H -2.07 -0.24 -0.49
H -0.22 0.09 -1.26
H -0.14 -0.24 1.63
*
```

Results
Highest occupied orbital energy = -9.034 eV
E_tot = -226.1194 Ha
LUMO level = 0.7 eV
F_max = 1.06 eV/A

# 15
This record from the OMol25 dataset describes the molecule C3H4N2 at a distorted geometry. The level of theory is wB97M-V/def2-TZVPD.

Structure (ORCA input):
```
! wB97M-V def2-TZVPD RIJCOSX def2/J DEFGRID3
* xyz 0 1
C -0.41 0.53 1.08
C 0.59 0.74 0.19
N 0.58 -0.27 -0.72
C -0.59 -1.01 -0.43
N -1.10 -0.63 0.69
H -0.54 1.18 1.92
H 1.28 1.54 0.01
H 0.95 -0.26 -1.65
H -0.77 -1.83 -1.10
*
```

Results
Highest occupied orbital energy = -8.987 eV
E_tot = -226.2116 Ha
LUMO level = 0.9 eV
F_max = 2.84 eV/A

# 16
This record from the OMol25 dataset describes a cluster of 2 separate species, C3H4N2O in total. The level of theory is wB97M-V/def2-TZVPD.

Structure (ORCA input):
```
! wB97M-V def2-TZVPD RIJCOSX def2/J DEFGRID3
* xyz 0 1
O -0.42 -0.62 -2.07
C 0.30 0.21 -1.34
C 0.99 1.01 -0.75
N 0.47 0.44 1.99
N -0.35 -0.35 1.48
C -0.95 -1.06 0.75
H -0.18 -0.47 -2.99
H 1.62 1.69 -0.23
H -0.05 1.19 2.46
H -1.42 -2.03 0.71
*
```

Results
Highest occupied orbital energy = -8.749 eV
E_tot = -301.2558 Ha
LUMO level = 0.6 eV
F_max = 0.72 eV/A

# 17
This record from the OMol25 dataset describes the molecule C3H4N2O. The level of theory is wB97M-V/def2-TZVPD.

Structure (ORCA input):
```
! wB97M-V def2-TZVPD RIJCOSX def2/J DEFGRID3
* xyz 0 1
N 1.69 -0.32 0.37
C 0.36 -0.15 0.43
C -0.29 1.12 0.15
O -1.74 0.82 0.56
C -1.48 -0.36 0.08
N -0.50 -1.15 0.65
H 2.28 0.50 0.41
H 2.08 -1.21 0.63
H -0.27 1.52 -0.86
H -2.09 -0.72 -0.76
*
```

Results
Highest occupied orbital energy = -7.783 eV
E_tot = -301.3206 Ha
LUMO level = 0.5 eV
F_max = 0.56 eV/A

# 18
This record from the OMol25 dataset describes the molecule C3H4N2O at a distorted geometry. The level of theory is wB97M-V/def2-TZVPD.

Structure (ORCA input):
```
! wB97M-V def2-TZVPD RIJCOSX def2/J DEFGRID3
* xyz 0 1
C -0.52 -0.23 -0.39
C 0.32 -1.28 -0.08
C 1.06 0.51 0.90
H -1.98 0.51 -1.38
H 0.21 -2.33 -0.34
H 1.70 1.24 1.45
H -0.59 1.76 0.16
N 1.31 -0.76 0.81
N 0.00 0.88 0.15
O -1.52 -0.30 -1.28
*
```

Results
Highest occupied orbital energy = -8.210 eV
E_tot = -301.4454 Ha
LUMO level = 0.3 eV
F_max = 3.48 eV/A

# 19
This record from the OMol25 dataset describes the molecule C3H4N2O. The level of theory is wB97M-V/def2-TZVPD.

Structure (ORCA input):
```
! wB97M-V def2-TZVPD RIJCOSX def2/J DEFGRID3
* xyz 0 1
C -0.98 -0.35 0.02
C 1.37 -0.71 -0.02
C -0.53 1.08 -0.03
H -1.55 -0.59 0.94
H -1.66 -0.58 -0.83
H 2.15 -1.46 0.04
H -1.31 1.85 -0.04
N 1.71 0.52 0.01
N 0.67 1.49 -0.03
O 0.13 -1.25 -0.06
*
```

Results
Highest occupied orbital energy = -9.561 eV
E_tot = -301.3927 Ha
LUMO level = 0.7 eV
F_max = 1.00 eV/A

# 20
This record from the OMol25 dataset describes the molecule C3H4N2O at a distorted geometry. The level of theory is wB97M-V/def2-TZVPD.

Structure (ORCA input):
```
! wB97M-V def2-TZVPD RIJCOSX def2/J DEFGRID3
* xyz 0 1
N 1.34 -1.21 0.72
C 0.59 -0.22 0.04
N 1.12 0.59 -0.80
O 0.26 1.44 -1.33
C -1.25 1.14 -0.68
C -1.06 0.13 0.16
H 1.39 -1.09 1.72
H 1.11 -2.17 0.48
H -1.87 1.89 -1.17
H -1.62 -0.51 0.86
*
```

Results
Highest occupied orbital energy = -9.775 eV
E_tot = -301.3447 Ha
LUMO level = 0.9 eV
F_max = 3.93 eV/A